This record from the Open Molecules 2025 dataset describes a cluster of 3 separate species, C14H34NO11S4 in total. The level of theory is ωB97M-V with the def2-TZVPD basis set.

Cartesian coordinates (Å):
1 C 3.274 -0.279 -0.317
2 O 3.333 1.192 -0.230
3 C 3.047 1.514 1.185
4 C 2.804 3.143 1.321
5 C 1.582 3.709 0.354
6 C 0.362 4.437 1.173
7 C -0.777 3.346 1.731
8 C -1.937 3.226 0.579
9 C -2.570 1.727 0.380
10 S -1.310 0.361 0.126
11 O -0.228 0.698 -0.973
12 O -2.112 -0.857 -0.479
13 N -0.578 -0.239 1.600
14 S -0.563 -1.984 1.667
15 O -1.960 -2.444 2.207
16 O 0.590 -2.376 2.671
17 H 2.142 -0.605 -0.162
18 H 3.694 -0.682 -1.349
19 H 3.898 -0.717 0.571
20 H 4.051 1.265 1.779
21 H 2.129 0.935 1.632
22 H 2.649 3.429 2.459
23 H 3.798 3.657 0.921
24 H 2.044 4.446 -0.459
25 H 1.152 2.776 -0.206
26 H 0.736 5.083 2.104
27 H -0.139 5.203 0.420
28 H -1.222 3.806 2.736
29 H -0.190 2.357 1.953
30 H -1.579 3.717 -0.445
31 H -2.838 3.919 0.943
32 H -3.353 1.436 1.232
33 H -3.221 1.765 -0.619
34 H -0.261 -2.562 0.424
35 O -5.302 1.865 -6.572
36 S -5.520 2.545 -5.312
37 O -4.548 3.461 -4.756
38 O -5.912 1.444 -4.176
39 C -5.039 0.344 -3.963
40 C -3.820 0.752 -3.157
41 C -7.092 3.367 -5.378
42 H -4.750 -0.114 -4.915
43 H -5.603 -0.408 -3.401
44 H -3.181 1.433 -3.728
45 H -3.223 -0.124 -2.887
46 H -4.117 1.277 -2.243
47 H -7.843 2.668 -5.749
48 H -7.000 4.216 -6.059
49 H -7.348 3.720 -4.377
50 O 5.968 -4.164 2.320
51 S 5.421 -5.401 2.837
52 O 5.582 -6.661 2.143
53 O 3.841 -5.186 3.170
54 C 2.989 -4.696 2.144
55 C 2.637 -5.786 1.149
56 C 5.975 -5.610 4.511
57 H 3.438 -3.832 1.643
58 H 2.071 -4.347 2.629
59 H 3.517 -6.094 0.576
60 H 1.881 -5.436 0.442
61 H 2.260 -6.675 1.664
62 H 5.811 -4.679 5.057
63 H 7.041 -5.847 4.486
64 H 5.422 -6.432 4.967

LUMO: 0.0756 Eh
E_HOMO: -5.797 eV
total charge: -1
electronic energy: -3028.7427 Ha
energy relative to the best compared isomer or geometry (same formula, charge and spin): 146.4 kcal per mole
gap between HOMO and LUMO: 7.855 eV

Here are the Mulliken charges for atoms 1 to 8, given in e: C -0.3512; O -0.3816; C -0.3516; C -0.7414; C -0.2635; C -0.8565; C -0.1944; C -0.6780